{
  "formula": "C16H21N3O4S2",
  "method": "ωB97M-V/def2-TZVPD",
  "species": ["O", "O", "N", "O", "O", "S", "S", "C", "C", "C", "C", "C", "N", "N", "C", "C", "C", "C", "C", "C", "C", "C", "C", "C", "C", "H", "H", "H", "H", "H", "H", "H", "H", "H", "H", "H", "H", "H", "H", "H", "H", "H", "H", "H", "H", "H"],
  "coordinates": [[-3.5832, 0.2459, -1.0874], [-2.9565, 0.8628, 3.2988], [0.8264, -3.1027, -4.5808], [-4.3952, 0.3657, 1.0225], [1.2582, 2.5392, 4.0828], [2.9201, -2.5199, -3.2049], [-0.4829, -0.4842, -1.0210], [-3.4046, 0.5098, 0.1285], [-2.0721, 1.5304, 2.7873], [1.4857, -2.0560, -4.0959], [-2.1386, 1.1184, 0.5580], [-0.8672, 0.8504, 0.0290], [0.9508, -0.8067, -4.1565], [-2.0154, 2.1222, 1.5314], [1.5358, -4.4204, -4.2402], [2.3292, -4.1995, -2.9554], [1.3075, 0.1993, -3.1617], [-0.4682, -0.7365, -3.9231], [-0.1939, 0.1819, -2.7803], [-0.1519, 1.2627, 5.5497], [1.5151, 0.8075, 1.0733], [-0.6362, 1.4781, 3.1145], [-0.6155, 2.2806, 1.8672], [-0.0653, 2.1698, 4.2969], [0.2021, 1.5959, 0.7586], [-4.9145, -0.3318, 0.6118], [1.5611, 2.9140, 4.9370], [0.7887, -5.2469, -4.0999], [2.1984, -4.6405, -5.0481], [1.6430, -4.2194, -2.0168], [3.1096, -4.9349, -2.8981], [1.8190, 1.0779, -3.4051], [1.9048, -0.1402, -2.3145], [-1.0609, -0.2791, -4.7322], [-1.0884, -1.6256, -3.6027], [-0.6000, 1.1636, -2.8238], [-1.2108, 0.9158, 5.6253], [0.5565, 0.3964, 5.3468], [0.1920, 1.8114, 6.4287], [2.2834, 0.7174, 0.2647], [1.9595, 1.5052, 1.7698], [1.3410, -0.1863, 1.4335], [-0.3121, 0.4257, 2.9622], [-0.2619, 3.3284, 1.8573], [-0.6788, 3.0559, 4.5306], [0.4862, 2.4982, 0.2821]],
  "forces_ev_per_a": [[0.59, 0.22, 3.45], [0.74, 1.61, -0.54], [1.31, 0.63, 1.17], [1.16, -0.29, -0.08], [1.04, 0.64, 0.24], [1.48, 0.82, 0.83], [-0.14, -0.60, -1.45], [-1.10, 0.16, -3.95], [-4.38, -4.11, 3.60], [-1.71, -4.34, -1.17], [3.21, -0.49, -2.10], [-2.50, -0.05, 0.37], [1.86, -0.95, -0.99], [-0.99, 0.54, 1.21], [-1.92, 1.39, 0.57], [-2.00, 0.35, 0.64], [-0.99, -1.69, 2.07], [-2.78, -0.37, 0.26], [0.65, 2.07, 2.30], [0.15, -0.79, -1.27], [-0.22, 1.57, -0.55], [0.51, 1.00, -0.04], [4.61, 0.81, -2.52], [-1.22, -0.61, 2.49], [0.25, -0.25, -0.87], [-0.82, -0.01, -0.09], [0.00, -0.29, -0.89], [0.58, 0.88, -0.35], [0.50, -0.36, -0.67], [1.22, -0.07, -1.56], [0.59, -0.03, 0.35], [0.15, 1.57, -1.43], [0.05, -0.73, -0.13], [0.44, -0.02, 0.15], [1.41, 0.33, -0.57], [-0.88, 0.66, 0.11], [0.90, 0.11, 0.35], [-0.98, 0.83, 0.48], [-0.23, -0.16, 0.10], [-1.17, 0.22, 0.14], [0.57, -0.51, 0.84], [-0.08, -0.38, 0.59], [0.02, 0.69, 0.20], [-0.59, -0.47, 0.89], [0.03, 0.04, -0.34], [0.71, 0.42, -1.82]],
  "de_lowest_kj_mol": 635.4,
  "energy_ev": -51258.7478,
  "e_lumo_ev": -0.13,
  "gap_ev": 8.18,
  "spin_multiplicity": 1
}

{
  "formula": "C16H21N3O5",
  "method": "ωB97M-V/def2-TZVPD",
  "species": ["C", "C", "O", "C", "O", "C", "C", "C", "N", "N", "C", "O", "C", "C", "C", "C", "C", "C", "N", "O", "O", "C", "C", "C", "H", "H", "H", "H", "H", "H", "H", "H", "H", "H", "H", "H", "H", "H", "H", "H", "H", "H", "H", "H", "H"],
  "coordinates": [[-5.3726, -2.7829, 0.2695], [-3.9127, -2.7084, -0.1531], [-3.5747, -1.4082, -0.6432], [-3.2850, -0.4733, 0.2623], [-3.3122, -0.6424, 1.4499], [-2.8588, 0.8173, -0.4348], [-1.3620, 0.6497, -0.5527], [-0.8460, -0.0351, -1.7709], [-0.6833, 1.0789, 0.4332], [0.6741, 0.8939, 0.5280], [1.3728, -0.2501, 0.3462], [0.9202, -1.3216, 0.0031], [2.8244, -0.1144, 0.7379], [3.1851, -0.1269, 2.0793], [4.5206, -0.1491, 2.4468], [5.5172, -0.1740, 1.4819], [5.1778, -0.1641, 0.1427], [3.8372, -0.1266, -0.2197], [3.4980, -0.0547, -1.6168], [2.4242, 0.4360, -1.9018], [4.3124, -0.4530, -2.4172], [-3.2975, 2.0525, 0.3636], [-2.8158, 3.3237, -0.3291], [-4.8177, 2.0717, 0.5045], [-5.5504, -2.1149, 1.1085], [-5.6129, -3.7982, 0.5715], [-6.0189, -2.4949, -0.5563], [-3.2596, -2.9460, 0.6926], [-3.7067, -3.3850, -0.9847], [-3.3068, 0.8271, -1.4310], [0.1040, 0.4059, -2.0729], [-1.5585, 0.0230, -2.5885], [-0.6447, -1.0845, -1.5497], [1.1205, 1.6582, 1.0182], [2.4125, -0.1360, 2.8335], [4.7852, -0.1556, 3.4932], [6.5552, -0.1999, 1.7739], [5.9282, -0.1759, -0.6332], [-2.8433, 1.9836, 1.3542], [-3.1136, 4.1981, 0.2440], [-1.7338, 3.3239, -0.4208], [-3.2497, 3.4028, -1.3241], [-5.1319, 2.9593, 1.0482], [-5.2934, 2.0840, -0.4749], [-5.1655, 1.1986, 1.0497]],
  "forces_ev_per_a": [[0.34, 0.20, -0.12], [-0.15, -0.40, 0.35], [-0.06, -0.06, -0.41], [-0.13, 0.30, -0.04], [-0.03, -0.04, 0.10], [-0.12, 0.09, 0.58], [0.48, -0.15, -0.30], [0.26, -0.11, -0.09], [-0.60, 0.24, 0.53], [0.12, 0.36, -0.33], [0.03, -0.06, 0.28], [-0.02, 0.00, 0.04], [0.17, -0.12, -0.28], [-0.01, 0.02, -0.18], [0.07, 0.01, -0.02], [-0.12, 0.01, 0.09], [-0.21, -0.01, -0.30], [0.30, -0.01, 1.31], [-0.09, 0.12, -0.58], [-0.06, 0.05, -0.19], [0.19, -0.13, -0.25], [-0.09, -0.03, -0.12], [0.04, -0.22, 0.16], [0.25, -0.08, 0.07], [-0.04, 0.01, 0.06], [-0.06, -0.12, 0.03], [-0.09, -0.02, -0.06], [-0.05, -0.01, -0.18], [0.02, 0.09, 0.11], [0.06, 0.01, 0.03], [-0.03, -0.04, -0.02], [-0.06, 0.08, -0.03], [-0.03, 0.03, -0.06], [-0.02, -0.27, -0.11], [-0.09, -0.02, 0.06], [0.02, -0.01, 0.09], [0.09, 0.01, 0.01], [0.02, 0.00, -0.02], [-0.03, -0.01, -0.07], [-0.03, 0.13, 0.02], [0.11, 0.09, -0.04], [-0.07, 0.05, -0.15], [-0.08, 0.08, 0.04], [-0.10, 0.03, -0.13], [-0.12, -0.07, 0.07]],
  "de_lowest_kj_mol": 444.6,
  "energy_ev": -31637.7457,
  "smiles": "CCOC(=O)[C@H](/C(C)=N/NC(=O)c1ccccc1[N+](=O)[O-])C(C)C",
  "e_lumo_ev": -0.64,
  "gap_ev": 8.45,
  "spin_multiplicity": 1
}

{
  "formula": "C16H21NO",
  "method": "ωB97M-V/def2-TZVPD",
  "species": ["C", "C", "C", "N", "C", "C", "C", "C", "C", "C", "C", "C", "O", "C", "C", "C", "C", "C", "H", "H", "H", "H", "H", "H", "H", "H", "H", "H", "H", "H", "H", "H", "H", "H", "H", "H", "H", "H", "H"],
  "coordinates": [[-2.1335, 3.5283, -1.5279], [-2.4453, 2.5909, -2.5091], [-2.5917, 1.1192, -2.1825], [-1.8693, 0.8570, -0.9039], [-0.8705, -0.1378, -0.8166], [-1.3057, -1.6009, -0.6155], [-0.1530, -2.5388, -0.8649], [1.2194, -2.0375, -0.2673], [2.2122, -3.0310, -0.2632], [3.4786, -2.6316, 0.1293], [3.7049, -1.3089, 0.4991], [2.6872, -0.3290, 0.5369], [2.9839, 0.9378, 0.8979], [1.4242, -0.6849, 0.1685], [0.2141, 0.3008, 0.2121], [-0.3338, 0.3982, 1.5801], [0.5627, 0.7663, 2.8178], [0.0633, 1.6829, 3.6777], [-1.8513, 4.4912, -2.0088], [-2.3033, 3.4490, -0.4267], [-2.4255, 2.9517, -3.4662], [-3.6476, 0.8650, -2.2382], [-2.1470, 0.6007, -3.0039], [-2.6180, 0.7219, -0.1645], [-0.3810, -0.1126, -1.7767], [-1.6735, -1.6836, 0.3440], [-2.1903, -1.8363, -1.2630], [-0.3395, -3.5234, -0.3527], [-0.0617, -2.8300, -1.8876], [1.8821, -4.0205, -0.6832], [4.1517, -3.5295, 0.0648], [4.6578, -1.1190, 0.8923], [2.2610, 1.4432, 1.2253], [0.5345, 1.2232, -0.1773], [-1.0704, 1.1879, 1.4771], [-0.9421, -0.4960, 1.8758], [1.5099, 0.1556, 2.9147], [0.6537, 1.9775, 4.5539], [-0.8471, 2.2031, 3.5325]],
  "forces_ev_per_a": [[-1.18, -0.72, -2.62], [1.13, 1.10, 5.42], [0.68, 1.10, 0.32], [-3.85, 0.37, 1.19], [0.97, -0.98, -0.34], [-0.34, 0.78, -2.30], [0.77, -0.64, 2.38], [-1.18, -0.23, -0.65], [-1.59, 1.23, -0.61], [-0.38, -1.73, -0.57], [-0.44, -0.58, 0.22], [0.81, -0.95, -0.04], [2.03, -0.16, -0.15], [-2.33, -1.71, -1.15], [1.31, -3.00, -1.04], [-0.95, 0.37, 2.28], [-1.19, -0.12, -0.97], [2.71, -1.20, 0.00], [-0.41, -0.37, 1.06], [0.72, -0.19, -1.24], [0.06, 0.45, -2.51], [-0.19, -0.39, 0.58], [0.54, -0.73, -0.47], [1.38, 0.19, -1.05], [0.52, 0.02, -0.54], [-0.72, -0.42, 2.34], [0.78, 0.23, 0.21], [0.00, 0.83, -0.33], [0.30, 0.28, -0.95], [0.93, 0.92, 0.72], [0.36, 1.75, 0.54], [1.22, 0.81, 0.31], [-1.17, 0.35, 0.27], [0.52, 1.54, -0.15], [-0.33, 0.33, 0.46], [0.76, 0.36, -0.38], [-1.12, 1.05, 0.34], [-0.34, -0.20, -0.22], [-0.78, 0.27, -0.35]],
  "de_lowest_kj_mol": 429.8,
  "energy_ev": -20467.2123,
  "smiles": "C=CCN[C@@H]1CCc2cccc(O)c2[C@@H]1CC=C",
  "e_lumo_ev": 0.83,
  "gap_ev": 9.27,
  "spin_multiplicity": 1
}